Below is a structure of composition C44H28N10O2Ti, with properties calculated with wB97M-V/def2-TZVPD.

Atoms and positions in Å:
1 Ti -0.312 -0.619 -0.002
2 C 0.063 -4.427 5.405
3 C 1.432 -4.073 5.343
4 C 1.898 -3.226 4.369
5 C 0.991 -2.709 3.427
6 C 1.119 -1.837 2.316
7 N -0.093 -1.693 1.761
8 C -1.046 -2.424 2.395
9 N -2.329 -2.557 1.945
10 C -2.847 -2.013 0.893
11 C -4.182 -2.275 0.339
12 C -5.227 -3.079 0.770
13 C -6.368 -3.145 -0.015
14 C -6.472 -2.431 -1.211
15 C -5.429 -1.628 -1.648
16 C -4.291 -1.557 -0.863
17 C -3.027 -0.828 -1.044
18 N -2.776 -0.026 -2.098
19 C -1.606 0.572 -2.347
20 N -0.422 0.491 -1.726
21 C 0.555 1.273 -2.369
22 N 1.803 1.447 -2.125
23 C 2.737 1.038 -1.224
24 N 2.649 0.290 -0.064
25 C 3.818 -0.005 0.542
26 N 3.594 -0.823 1.675
27 C 4.816 0.577 -0.240
28 C 6.229 0.599 -0.169
29 C 6.926 1.256 -1.139
30 C 6.255 1.909 -2.213
31 C 4.894 1.899 -2.319
32 C 4.132 1.237 -1.331
33 C -0.131 1.914 -3.511
34 C 0.323 2.791 -4.481
35 C -0.587 3.231 -5.434
36 C -1.915 2.804 -5.418
37 C -2.368 1.923 -4.444
38 C -1.459 1.488 -3.498
39 N -2.249 -1.104 -0.008
40 C -0.398 -3.076 3.483
41 C -0.844 -3.943 4.496
42 H -0.272 -5.096 6.188
43 H 2.118 -4.478 6.077
44 H 2.948 -2.959 4.327
45 H -5.145 -3.639 1.693
46 H -7.197 -3.766 0.303
47 H -7.377 -2.511 -1.800
48 H -5.486 -1.069 -2.573
49 H 6.740 0.096 0.643
50 H 8.008 1.283 -1.101
51 H 6.845 2.421 -2.963
52 H 4.389 2.389 -3.141
53 H 1.354 3.120 -4.486
54 H -0.262 3.919 -6.205
55 H -2.598 3.168 -6.175
56 H -3.393 1.578 -4.413
57 H -1.889 -4.222 4.549
58 C 1.952 -3.872 -1.597
59 C 1.651 -2.737 -0.662
60 O 0.556 -2.060 -0.949
61 C 2.451 -2.435 0.370
62 C 2.214 -1.325 1.374
63 C 3.916 -0.302 3.006
64 N 1.603 -0.085 0.751
65 N 1.530 0.933 1.794
66 C 0.326 1.410 1.870
67 O -0.674 1.029 1.166
68 C 0.102 2.492 2.876
69 C -1.192 2.951 3.090
70 C -1.434 3.949 4.022
71 C -0.382 4.495 4.743
72 C 0.913 4.040 4.530
73 C 1.156 3.042 3.600
74 H 1.127 -4.587 -1.582
75 H 2.875 -4.380 -1.325
76 H 2.035 -3.491 -2.618
77 H 3.348 -3.009 0.552
78 H 4.545 -1.012 3.546
79 H 3.008 -0.110 3.576
80 H 4.454 0.642 2.908
81 H -1.995 2.509 2.516
82 H -2.445 4.301 4.187
83 H -0.570 5.275 5.472
84 H 1.736 4.466 5.090
85 H 2.158 2.677 3.420

Computed properties:
M in g/mol: 776.64
ΔE to the lowest compared entry with this formula, charge and spin in kcal/mol: 61.5
Expectation value of S²: 0.752
Maximum force in Eh/bohr: 0.014
Total charge: -1
2S+1: 2